1.
{
  "formula": "C6H22KNO8",
  "method": "ωB97M-V/def2-TZVPD",
  "symbols": ["K", "N", "O", "O", "O", "O", "H", "H", "O", "H", "H", "O", "H", "H", "C", "C", "C", "O", "H", "H", "H", "H", "H", "H", "H", "H", "C", "C", "C", "O", "H", "H", "H", "H", "H", "H", "H", "H"],
  "coordinates": [[0.641, 1.427, -0.020], [6.040, 0.490, -0.406], [6.020, -0.219, -1.376], [4.966, 0.554, 0.213], [7.068, 1.013, -0.106], [2.314, 2.572, -3.529], [2.592, 3.462, -3.311], [1.535, 2.691, -4.072], [2.503, 5.013, 2.371], [2.782, 5.903, 2.586], [2.396, 5.018, 1.420], [-0.751, 4.997, -0.799], [-1.321, 5.427, -1.436], [0.111, 5.383, -0.948], [1.125, -3.654, -1.770], [0.308, -3.313, -3.037], [-0.773, -4.336, -3.345], [-0.273, -2.006, -2.804], [1.660, -4.598, -1.866], [0.459, -3.743, -0.912], [1.934, -2.958, -1.545], [0.972, -3.310, -3.901], [-0.290, -5.181, -3.835], [-1.523, -3.988, -4.055], [-1.337, -4.659, -2.469], [-0.952, -1.844, -3.463], [-3.263, 0.148, 4.793], [-3.031, -0.399, 3.392], [-3.810, 0.336, 2.348], [-1.632, -0.260, 3.121], [-4.268, -0.114, 5.124], [-3.048, 1.214, 4.879], [-2.616, -0.466, 5.420], [-3.341, -1.443, 3.354], [-3.709, 1.421, 2.317], [-4.858, 0.343, 2.650], [-3.619, -0.135, 1.384], [-1.010, -0.784, 3.631]],
  "max_force_ev_per_a": 4.35,
  "de_lowest_kcal_mol": 56.4,
  "homo_lumo_gap_ev": 4.602,
  "energy_ha": -1498.2199
}


2.
{
  "formula": "C6H22N8O6",
  "method": "ωB97M-V/def2-TZVPD",
  "symbols": ["N", "C", "N", "O", "H", "H", "H", "H", "N", "C", "N", "O", "H", "H", "H", "H", "N", "C", "N", "O", "H", "H", "H", "H", "N", "C", "N", "O", "H", "H", "H", "H", "O", "C", "C", "O", "H", "H", "H", "H", "H", "H"],
  "coordinates": [[18.484, 2.818, -2.231], [18.518, 4.117, -1.792], [17.499, 4.494, -0.968], [19.388, 4.916, -2.118], [19.352, 2.477, -2.598], [17.716, 2.267, -1.859], [17.461, 5.487, -0.809], [16.664, 3.945, -0.876], [15.930, -0.951, -2.939], [15.596, 0.272, -2.385], [14.314, 0.659, -2.579], [16.415, 0.916, -1.743], [15.466, -1.188, -3.804], [16.923, -1.114, -2.980], [13.981, 1.495, -2.135], [13.637, -0.020, -2.877], [19.472, 9.050, -4.339], [18.819, 8.033, -3.674], [18.802, 6.822, -4.331], [18.292, 8.227, -2.599], [19.659, 9.906, -3.854], [19.926, 8.884, -5.219], [19.158, 6.788, -5.272], [18.985, 5.995, -3.776], [24.474, 3.797, -0.565], [23.357, 3.269, 0.036], [22.236, 3.355, -0.759], [23.370, 2.801, 1.157], [25.362, 3.676, -0.119], [24.421, 4.248, -1.459], [22.359, 3.302, -1.761], [21.376, 2.994, -0.388], [21.588, 3.312, -3.688], [21.789, 2.110, -4.452], [21.940, 0.934, -3.520], [21.943, -0.298, -4.225], [20.801, 3.776, -3.986], [20.928, 1.997, -5.123], [22.643, 2.247, -5.117], [21.165, 0.925, -2.745], [22.880, 1.015, -2.971], [21.037, -0.493, -4.480]],
  "smiles": "NC(N)=O.NC(N)=O.NC(N)=O.NC(N)=O.OCCO",
  "max_force_ev_per_a": 1.39,
  "de_lowest_kcal_mol": 11.7,
  "homo_lumo_gap_ev": 9.203,
  "energy_ha": -1131.4466
}


3.
{
  "formula": "C6H22NNbO3S",
  "method": "ωB97M-V/def2-TZVPD",
  "symbols": ["C", "S", "O", "O", "Nb", "H", "H", "H", "H", "H", "H", "H", "H", "C", "N", "C", "C", "C", "C", "O", "H", "H", "H", "H", "H", "H", "H", "H", "H", "H", "H", "H", "H", "H"],
  "coordinates": [[-0.402, -2.193, 2.477], [-1.661, -0.939, 2.852], [-1.344, 0.230, 1.991], [-1.513, -0.664, 4.299], [-4.085, -1.910, 2.411], [-0.903, -3.043, 2.009], [0.055, -2.487, 3.426], [0.348, -1.776, 1.797], [-3.574, -3.013, 3.768], [-4.294, -0.314, 3.300], [-4.142, -1.245, 0.697], [-3.084, -3.158, 1.510], [-5.759, -2.567, 2.574], [0.189, 0.127, -1.672], [1.222, 1.033, -1.053], [1.409, 0.568, 0.360], [0.693, 2.428, -1.019], [2.557, 0.970, -1.746], [2.634, 1.474, -3.171], [1.804, 0.686, -3.999], [-0.629, 0.035, -0.957], [-0.161, 0.559, -2.602], [0.640, -0.845, -1.854], [0.429, 0.619, 0.832], [2.132, 1.198, 0.873], [1.752, -0.465, 0.343], [0.477, 2.756, -2.032], [1.433, 3.077, -0.556], [-0.222, 2.426, -0.428], [2.871, -0.073, -1.697], [3.234, 1.571, -1.137], [3.686, 1.376, -3.460], [2.371, 2.534, -3.230], [1.836, 1.025, -4.902]],
  "max_force_ev_per_a": 1.97,
  "homo_lumo_gap_ev": 6.746,
  "energy_ha": -977.0894
}


4.
{
  "formula": "C6H22O6",
  "method": "ωB97M-V/def2-TZVPD",
  "symbols": ["C", "C", "C", "C", "C", "C", "O", "H", "H", "H", "H", "H", "H", "H", "H", "H", "H", "H", "H", "O", "H", "H", "O", "H", "H", "O", "H", "H", "O", "H", "H", "O", "H", "H"],
  "coordinates": [[1.035, -1.515, 2.595], [1.679, -0.172, 2.231], [1.216, 0.312, 0.817], [0.991, -0.816, -0.141], [1.827, -1.077, -1.145], [1.534, -2.163, -2.150], [1.734, -1.814, -3.502], [-0.047, -1.565, 2.443], [1.399, -2.357, 2.011], [1.223, -1.717, 3.651], [2.747, -0.293, 2.113], [1.404, 0.483, 3.054], [0.265, 0.800, 1.023], [1.861, 1.082, 0.397], [0.001, -1.251, -0.228], [2.757, -0.527, -1.278], [2.091, -3.069, -1.920], [0.465, -2.386, -2.017], [1.174, -1.075, -3.751], [-1.654, 1.131, 2.530], [-2.455, 0.599, 2.445], [-1.001, 0.628, 2.024], [-1.774, -0.130, -2.220], [-2.321, 0.432, -2.781], [-0.898, 0.285, -2.218], [-1.117, 3.267, 0.584], [-1.877, 3.768, 0.891], [-1.227, 2.329, 0.774], [-3.477, 0.090, -0.024], [-4.063, -0.420, -0.598], [-2.633, -0.176, -0.438], [-0.071, 2.221, -1.917], [-0.695, 2.849, -2.297], [-0.094, 2.245, -0.958]],
  "smiles": "CCC/C=C/CO.O.O.O.O.O",
  "max_force_ev_per_a": 1.70,
  "de_lowest_kcal_mol": 47.6,
  "homo_lumo_gap_ev": 9.977,
  "energy_ha": -693.1998
}